[1]
C20H21F18N10O12S6Zn | ωB97M-V/def2-TZVPD

- orbital gap (alpha / beta) (eV) = 8.97 / 4.90
- <S²> = 0.766
- HOMO energy (alpha / beta) (eV) = -11.15 / -11.15
- energy (eV) = -222881.1470
- spin multiplicity = 2

Element x y z (Å)
Zn1 17.84999 9.12730 6.39298
C1 20.65779 0.96046 5.01649
F1 21.41264 0.13328 4.16916
F2 19.91851 1.77509 4.26247
F3 19.81415 0.14420 5.77128
S1 22.05875 1.76748 6.07591
O1 21.43101 2.50199 7.15771
O2 22.90875 0.65029 6.56141
N1 22.87945 2.73721 4.83451
S2 22.28767 4.16463 4.87440
O3 22.76303 4.81317 3.63453
O4 20.81995 4.26080 5.01655
C2 23.10038 5.08643 6.41150
F4 24.19467 4.47027 6.97174
F5 23.36858 6.34667 6.02874
F6 22.32064 5.18881 7.46357
C3 21.55732 10.40846 4.87107
F7 22.70440 11.03292 4.61605
F8 20.69629 10.78162 3.84358
F9 21.84401 9.09382 4.93354
S3 20.77033 10.80902 6.63815
O5 21.82429 11.05636 7.51999
O6 19.90726 11.99847 6.40998
N2 19.73541 9.36461 6.96134
S4 20.68574 8.45058 7.87960
O7 20.21562 7.06617 7.88444
O8 22.11532 8.57586 7.65558
C4 20.25535 9.13789 9.72472
F10 21.16773 8.71877 10.57441
F11 20.25142 10.50672 9.72841
F12 19.09486 8.68880 10.17238
C5 13.52942 8.38020 7.01685
F13 12.78660 7.45901 7.46335
F14 12.74842 9.27815 6.38230
F15 14.19133 8.98622 8.01682
S5 14.92987 7.69939 5.82302
O9 14.49239 6.36382 5.50155
O10 14.84596 8.55420 4.63364
N3 16.46322 7.82414 6.59060
S6 16.52144 6.50453 7.52113
O11 17.47578 6.71691 8.63751
O12 15.26910 5.89003 7.92979
C6 17.44175 5.18624 6.38026
F16 16.63465 4.73966 5.41928
F17 18.57524 5.68056 5.94265
F18 17.88288 4.17409 7.23764
C7 22.52750 11.96324 12.12595
C8 23.60728 12.44600 11.25925
N4 24.49054 12.88590 10.59252
H1 22.74338 11.03499 12.65496
H2 21.59164 11.87496 11.57416
H3 22.30801 12.70362 12.89522
C9 21.65940 14.15520 8.44726
C10 20.48956 14.24857 9.30455
N5 19.52268 14.27089 9.96914
H4 22.10391 15.12944 8.65063
H5 21.43045 14.02015 7.39017
H6 22.43998 13.45575 8.74653
C11 18.87505 15.00097 5.00401
C12 20.07680 14.49510 4.39123
N6 21.03278 14.07504 3.87743
H7 19.26618 15.67377 5.76720
H8 18.22223 14.16770 5.26395
H9 18.24068 15.46775 4.25048
C13 17.04198 12.02807 10.14365
C14 17.11272 11.17196 8.93710
N7 17.13291 10.51663 7.98907
H10 16.32327 11.72474 10.90493
H11 16.76867 13.06696 9.95895
H12 18.04432 11.92322 10.55887
C15 23.60315 6.27591 9.77510
C16 22.50194 6.14067 10.75873
N8 21.51528 6.01206 11.41772
H13 23.13033 7.10789 9.25323
H14 23.64838 5.26287 9.37537
H15 24.54305 6.65761 10.17387
C17 23.66274 12.01872 1.57112
C18 24.11306 13.45558 1.61591
N9 24.41033 14.58756 1.58124
H16 23.83452 11.60331 0.57813
H17 22.62670 11.96309 1.90522
H18 24.23734 11.37522 2.23733
C19 19.36537 11.53618 0.40974
C20 18.09170 11.70197 1.21020
N10 17.14593 11.79949 1.78833
H19 20.21091 11.54792 1.09750
H20 19.46701 12.41598 -0.22563
H21 19.34036 10.56734 -0.08910

***

[2]
C3H11O4 | ωB97M-V/def2-TZVPD

- orbital gap (eV) = 8.75
- net charge = -1
- energy relative to the best compared isomer or geometry (same formula, charge and spin) (eV) = 0.819
- HOMO energy (eV) = -4.67
- energy (eV) = -11479.9617

Element x y z (Å)
C1 0.12677 1.51782 -0.52322
O1 -0.21207 0.47322 -1.44584
C2 1.64826 1.43865 -0.23517
C3 2.05214 0.03645 0.12726
O2 1.19806 -0.46770 1.20172
H1 -0.11540 2.51269 -0.97996
H2 -0.48539 1.50516 0.40373
H3 1.86821 1.96321 0.73593
H4 2.24298 1.82809 -1.03806
H5 1.81986 -0.58846 -0.76441
H6 3.03329 0.05656 0.42496
H7 0.40278 -1.04678 0.85266
H8 -0.58338 -0.20250 -0.87509
H9 -0.90203 -2.58688 -0.09960
O3 -0.88818 -1.67444 0.19291
H10 -4.15208 -1.80680 1.32783
H11 -3.04007 -1.52430 0.23800
O4 -4.01376 -1.43399 0.45636

***

[3]
C4H2N2O | ωB97M-V/def2-TZVPD

- orbital gap (eV) = 10.03
- energy relative to the best compared isomer or geometry (same formula, charge and spin) (eV) = 1.943
- HOMO energy (eV) = -10.64
- energy (eV) = -9204.7963

Element x y z (Å)
N1 -1.63278 0.52996 0.67623
C1 -0.96444 -0.62942 0.56965
O1 -1.40757 -1.75866 0.50644
C2 0.45180 -0.58013 0.47245
C3 1.64618 -0.81014 0.32763
C4 2.48544 0.25644 0.60904
N2 3.22662 1.11322 0.84376
H1 -1.15488 1.41878 0.71199
H2 -2.63626 0.46139 0.72197

***

[4]
C50H60N9O8S4SbV | ωB97M-V/def2-TZVPD

- orbital gap (alpha / beta) (eV) = 3.66 / 6.29
- net charge = -2
- energy relative to the best compared isomer or geometry (same formula, charge and spin) (eV) = 2.304
- <S²> = 3.857
- HOMO energy (alpha / beta) (eV) = -0.08 / -2.71
- energy (eV) = -158185.5657
- spin multiplicity = 4

Element x y z (Å)
V1 -0.18373 -0.83055 -0.05832
S1 -1.89675 1.03896 5.26033
C1 -2.46874 0.97924 6.87804
C2 -2.02861 -0.13986 7.51258
C3 -1.22207 -0.96239 6.67932
C4 -1.06071 -0.46754 5.41170
C5 -0.30200 -1.04873 4.30341
C6 -0.53023 -0.62631 3.00895
N1 0.13994 -1.12066 1.94966
C7 1.04863 -2.11246 2.16686
C8 1.34721 -2.62734 3.45174
C9 2.30098 -3.65881 3.54572
C10 2.93158 -4.16378 2.41550
C11 2.64642 -3.66552 1.13809
C12 3.27911 -4.10276 -0.06782
C13 2.94041 -3.48706 -1.26360
C14 1.98197 -2.47921 -1.29911
N2 1.34797 -2.05432 -0.17593
C15 1.69573 -2.62237 1.02116
C16 3.64168 -3.86251 -2.49989
C17 3.93812 -5.10639 -2.97875
C18 4.67456 -5.07779 -4.19467
C19 4.94150 -3.81117 -4.61611
S2 4.30020 -2.65056 -3.53114
C20 0.66293 -2.04609 4.55127
H1 -3.10623 1.76028 7.25974
H2 -2.27859 -0.38139 8.53683
H3 -0.79946 -1.90560 6.99241
H4 -1.28515 0.11333 2.77329
H5 2.53581 -4.05986 4.52594
H6 3.66429 -4.95842 2.51009
H7 4.05527 -4.85720 -0.03449
H8 1.67362 -2.00328 -2.22100
H9 3.59924 -6.00817 -2.48943
H10 4.97626 -5.96241 -4.73814
H11 5.46259 -3.50018 -5.50740
H12 0.88475 -2.37550 5.55785
O1 -1.33924 5.96116 0.24479
C21 -0.15049 5.54483 0.75936
O2 0.85897 6.11218 0.46701
C22 -0.27146 4.43652 1.75111
C23 -0.52809 4.60840 3.09057
N3 -0.50201 3.37640 3.63975
N4 -0.28698 2.41210 2.74516
C24 -0.14386 3.03344 1.58760
C25 0.03048 2.30920 0.27667
O3 0.52892 2.95938 -0.63731
O4 -0.45788 1.13540 0.22382
H13 -2.02063 5.32066 0.49084
H14 -0.70330 5.49646 3.67458
H15 -0.68709 3.11245 4.59273
C26 4.32636 -0.49968 -0.08614
N5 5.65836 0.12128 0.03213
C27 5.73190 0.77640 1.34006
N6 4.68502 1.78214 1.53272
C28 3.38335 1.10768 1.37767
N7 3.25075 0.47546 0.06928
C29 3.40006 1.49868 -0.96697
N8 4.70918 2.17391 -0.87947
C30 5.75484 1.15896 -0.99680
C31 4.80535 2.77198 0.45499
H16 4.22412 -1.27465 0.67757
H17 4.24295 -0.96934 -1.06687
H18 6.70878 1.26118 1.43693
H19 5.63672 0.01581 2.11878
H20 2.58802 1.84445 1.50238
H21 3.27598 0.34691 2.15499
H22 2.60705 2.23768 -0.87029
H23 3.30819 1.02166 -1.94599
H24 6.73267 1.64540 -0.91661
H25 5.67736 0.68411 -1.97832
H26 4.01064 3.51279 0.56497
H27 5.77399 3.27349 0.54795
C32 -5.29151 -1.10662 -0.95519
C33 -5.37028 0.41602 -0.87762
C34 -6.76196 0.87354 -0.46035
Sb1 -3.70638 1.12695 0.34901
C35 -3.42874 3.05800 -0.65809
C36 -2.65093 2.95962 -1.96597
C37 -4.72311 3.83448 -0.87137
C38 -4.87192 2.04276 1.98601
C39 -5.23030 0.94018 2.97911
C40 -4.02189 3.11844 2.65867
H28 -6.00945 -1.49896 -1.68686
H29 -5.52990 -1.55915 0.01307
H30 -4.29106 -1.44398 -1.22853
H31 -5.13987 0.82228 -1.86826
H32 -7.01869 0.50446 0.53666
H33 -7.51728 0.47759 -1.15182
H34 -6.86286 1.96005 -0.44411
H35 -2.80398 3.60186 0.06288
H36 -3.17115 2.32184 -2.68378
H37 -1.65564 2.54474 -1.82114
H38 -2.54239 3.95805 -2.40874
H39 -5.35865 3.32468 -1.60066
H40 -4.51092 4.83362 -1.27355
H41 -5.30341 3.95956 0.04561
H42 -5.79422 2.49493 1.61085
H43 -4.33289 0.44394 3.35813
H44 -5.85183 0.16604 2.52095
H45 -5.77474 1.33576 3.84709
H46 -3.01408 2.75049 2.88450
H47 -4.46488 3.44632 3.60884
H48 -3.91543 4.00253 2.02386
S3 -1.64619 -2.33158 -0.09871
C41 2.64077 -1.62881 -8.33031
C42 1.63330 -2.33670 -7.46523
C43 1.92054 -2.60848 -6.12886
C44 0.98939 -3.21691 -5.30657
C45 -0.25428 -3.55706 -5.82393
C46 -0.55560 -3.30835 -7.15253
C47 0.39121 -2.70369 -7.96788
S4 -1.49445 -4.24064 -4.74840
O5 -2.60213 -4.56357 -5.60875
O6 -0.88384 -5.25167 -3.93543
N9 -1.93712 -3.03753 -3.77081
C48 -2.38112 -1.75847 -4.34239
C49 -1.35434 -0.64620 -4.15431
C50 -1.30509 -0.28408 -2.67103
O7 -2.35493 0.10363 -2.16080
O8 -0.17933 -0.47632 -2.08908
H49 3.65731 -1.93647 -8.08301
H50 2.58192 -0.54805 -8.18292
H51 2.46683 -1.83112 -9.38763
H52 2.88399 -2.33066 -5.72182
H53 1.22058 -3.42145 -4.26681
H54 -1.52886 -3.58901 -7.53138
H55 0.15575 -2.50649 -9.00798
H56 -1.46986 -3.01472 -2.86606
H57 -3.30683 -1.46701 -3.84456
H58 -2.60646 -1.92494 -5.39662
H59 -1.69371 0.23491 -4.70491
H60 -0.37136 -0.93951 -4.52080